[1]
Density functional theory data (wB97M-V/def2-TZVPD) for the molecule C5H5NO in a non-equilibrium geometry.

Element x y z (Å)
O1 0.0478 -1.3013 1.6690
C1 -0.9191 -0.9150 1.0421
C2 -0.8481 0.2433 0.1673
C3 0.8616 0.7111 0.4876
C4 0.2512 0.5380 -0.8146
C5 0.6987 -0.4852 -1.7322
N1 1.0331 -1.2912 -2.4889
H1 -1.8978 -1.3972 1.2039
H2 -1.8024 0.7721 -0.0525
H3 1.6354 -0.0131 0.7939
H4 0.9039 1.6495 1.0085
H5 0.0357 1.4891 -1.2840

The frontier orbital gap comes out at 0.3662 Eh. The total charge is 0. The structure (SMILES) is N#C[C@@H]1C[C@@H]1C=O. The largest force on an atom is 1.3 eV/Å. As for the relative energy (zero: lowest compared OMol25 entry of this formula, charge and spin): 73.2 kcal/mol. The molar mass comes out at 95.1 g/mol.

In elementary charge units, the Löwdin charges are: atom 1 (O): 0.011, atom 2 (C): -0.276, atom 3 (C): -0.084, atom 4 (C): 0.052, atom 5 (C): -0.333, atom 6 (C): -0.161, atom 7 (N): 0.162, atom 8 (H): 0.123, atom 9 (H): 0.139, atom 10 (H): 0.118, atom 11 (H): 0.097, atom 12 (H): 0.151

[2]
Density functional theory data (wB97M-V/def2-TZVPD) for a cluster of 2 separate species, C6H9N2 in total in a non-equilibrium geometry.

Element x y z (Å)
C1 -1.7480 -1.0991 0.2646
C2 -1.7923 -0.2913 1.3595
C3 -1.6225 0.9155 -0.4239
C4 2.3161 0.7804 -0.6438
C5 2.8537 -0.4734 0.0033
C6 1.6515 -0.3458 -0.8416
N1 -1.5677 -0.3482 -0.8316
N2 -1.7511 0.9731 0.8813
H1 -2.0262 -2.1826 0.2377
H2 -1.7639 -0.6098 2.4141
H3 -1.4188 1.8269 -0.9786
H4 2.5772 1.9065 -0.6380
H5 -1.6232 1.8005 1.5703
H6 3.8542 -0.8968 -0.4098
H7 2.5693 -0.5450 1.0614
H8 0.9272 -0.9362 -1.2415
H9 -1.4352 -0.4747 -1.7834

The frontier orbital gap comes out at 0.3313 Eh. The total charge is +1. The largest force on an atom is 4.0 eV/Å. As for the relative energy (zero: lowest compared OMol25 entry of this formula, charge and spin): 103.1 kcal/mol. The molar mass comes out at 109.2 g/mol.

In elementary charge units, the Löwdin charges are: atom 1 (C): -0.055, atom 2 (C): -0.039, atom 3 (C): -0.074, atom 4 (C): -0.050, atom 5 (C): -0.181, atom 6 (C): -0.107, atom 7 (N): 0.133, atom 8 (N): 0.111, atom 9 (H): 0.164, atom 10 (H): 0.155, atom 11 (H): 0.174, atom 12 (H): 0.131, atom 13 (H): 0.243, atom 14 (H): 0.122, atom 15 (H): 0.076, atom 16 (H): 0.037, atom 17 (H): 0.158

Which of these has the lowest frontier orbital gap?
C6H9N2

The lowest relative energy (zero: lowest compared OMol25 entry of this formula, charge and spin) belongs to which entry?
C5H5NO

Which value of largest force on an atom does entry 1 give?
1.3 eV/Å

What is the formula in the first record?
C5H5NO